Here is C5H4N2O in the gas phase from OMol25. Energies are from the ωB97M-V functional and the def2-TZVPD basis.

```
12
Properties=species:S:1:pos:R:3:mulliken_charge:R:1
O 1.220 1.038 0.164 -0.341
N -1.984 -0.329 -1.271 -0.362
N -1.530 -1.266 -0.118 -0.483
C -0.182 0.730 -0.246 0.438
C 0.721 -1.048 1.193 -0.650
C -1.147 0.555 -1.368 -0.274
C 1.677 -0.009 0.877 0.018
C -0.545 -0.592 0.506 0.468
H 2.756 0.199 1.035 0.376
H -1.096 1.350 -2.215 0.338
H -0.881 1.598 0.187 0.195
H 0.994 -2.227 1.257 0.276
```

Properties
Multiplicity: 1
E_LUMO in eV: -0.165
Frontier orbital gap in eV: 8.830
SMILES: C1=CC2=NN=C[C@@H]2O1


Here is C5H4N2O in the gas phase from OMol25. Energies are from the ωB97M-V functional and the def2-TZVPD basis.

```
12
Properties=species:S:1:pos:R:3:mulliken_charge:R:1
O -1.308 1.326 0.548 -0.569
N -2.388 -1.159 -1.010 -0.479
N 2.368 0.610 -1.381 -0.546
C -0.503 0.611 -0.321 0.243
C 1.540 -0.903 0.655 -0.445
C 2.151 -0.047 -0.359 0.437
C 0.222 -0.489 0.556 -0.248
C -1.430 -0.298 -0.911 0.200
H -0.617 -0.773 1.381 0.247
H 0.212 1.235 -0.739 0.467
H 2.030 -1.790 1.223 0.312
H -2.278 1.677 0.357 0.380
```

Properties
Multiplicity: 1
E_LUMO in eV: -0.526
Frontier orbital gap in eV: 9.856
SMILES: N#C/C=C\[C@H](O)C#N


Here is C5H4N2O in the gas phase from OMol25. Energies are from the ωB97M-V functional and the def2-TZVPD basis.

```
12
Properties=species:S:1:pos:R:3:mulliken_charge:R:1
O 1.185 0.378 1.823 -0.573
N -0.253 0.983 -1.289 -0.524
N 0.360 2.658 0.451 -0.521
C 0.531 0.302 0.749 0.585
C 0.105 1.508 -0.006 0.423
C -0.059 -0.861 0.085 0.434
C -0.305 -0.259 -1.197 -0.315
C -0.325 -2.095 0.530 -0.825
H 0.052 -2.555 1.426 0.339
H -0.783 -0.630 -2.088 0.415
H 0.264 3.310 -0.254 0.286
H -0.772 -2.739 -0.230 0.276
```

Properties
Multiplicity: 1
E_LUMO in eV: -0.926
Frontier orbital gap in eV: 8.776
SMILES: [H]/N=C1\N=CC(=C)C1=O


Here is C5H4N2O2 in the gas phase from OMol25. Energies are from the ωB97M-V functional and the def2-TZVPD basis.

```
13
Properties=species:S:1:pos:R:3:mulliken_charge:R:1
O -2.333 1.182 -0.055 -0.589
O -2.324 -1.094 0.038 -0.408
N 1.703 -1.270 0.002 -0.704
N 0.384 -1.092 -0.055 -0.144
C -1.610 0.102 -0.006 0.072
C -0.251 -0.014 -0.028 0.937
C 1.913 1.050 0.103 -0.239
C 0.509 1.283 0.022 -0.332
C 2.393 -0.174 -0.023 0.099
H 2.755 1.877 0.097 0.252
H 3.601 -0.271 -0.256 0.250
H -1.670 -1.520 0.327 0.317
H 0.242 2.266 -0.061 0.488
```

Properties
Multiplicity: 1
E_LUMO in eV: -0.973
Frontier orbital gap in eV: 9.322
SMILES: O=C(O)c1cccnn1


Here is C5H4N2O2 in the gas phase from OMol25. Energies are from the ωB97M-V functional and the def2-TZVPD basis.

```
13
Properties=species:S:1:pos:R:3:mulliken_charge:R:1
O 1.149 0.399 1.592 -0.364
O -0.056 -0.352 -0.216 -0.006
N -3.030 -1.617 -0.968 -0.304
N -2.163 2.350 0.126 -0.400
C -1.773 1.272 0.238 0.051
C 1.059 0.057 0.473 0.644
C -1.327 -0.115 0.309 0.280
C 2.193 -0.060 -0.464 -1.137
C -2.324 -0.900 -0.476 0.026
H -1.307 -0.510 1.441 0.182
H 2.035 0.391 -1.376 0.351
H 2.371 -1.094 -0.687 0.336
H 3.173 0.180 0.009 0.342
```

Properties
Multiplicity: 3
E_LUMO (alpha / beta) in eV: 0.519 / -6.752
Frontier orbital gap (alpha / beta) in eV: 5.620 / 5.075
<S²>: 2.02


Here is a molecular structure, C5H4N2O4SSc from OMol25. Energies are from the ωB97M-V functional and the def2-TZVPD basis.

```
17
Properties=species:S:1:pos:R:3:mulliken_charge:R:1
Sc 0.090 -0.100 -1.088 0.136
S -1.045 0.891 0.980 -0.176
O 3.077 -1.319 -2.237 0.036
O -0.022 2.387 -3.311 0.031
O -2.914 -1.095 -2.325 0.012
O 0.025 -1.295 -4.374 0.058
N 0.161 1.339 3.323 -0.359
N 0.095 -0.871 2.693 -0.333
C 0.095 -0.893 -3.283 0.207
C -1.941 -0.798 -1.763 0.525
C 2.127 -0.923 -1.700 0.428
C -0.219 0.410 2.426 0.851
C 0.041 1.624 -2.439 0.614
H 0.292 -1.157 3.647 0.252
H -0.039 2.311 3.127 0.254
H 0.333 1.090 4.291 0.266
H -0.157 -1.601 2.031 0.198
```

Properties
Multiplicity: 1
E_LUMO (alpha / beta) in eV: -15.089 / -15.089
Frontier orbital gap (alpha / beta) in eV: 6.689 / 6.690
Net charge: +3


Here is C5H4N2OS in the gas phase from OMol25. Energies are from the ωB97M-V functional and the def2-TZVPD basis.

```
13
Properties=species:S:1:pos:R:3:mulliken_charge:R:1
S -1.099 -0.955 -0.790 -0.118
O -1.102 -1.435 2.293 -0.497
N -0.533 1.968 1.444 -0.355
N 0.887 0.799 -1.207 -0.332
C -0.420 0.661 -1.487 -0.441
C 1.330 0.009 -0.364 -0.176
C -0.604 0.829 1.570 0.200
C 0.437 -1.113 0.215 -0.100
C -0.503 -0.623 1.624 0.470
H 0.815 -2.148 0.512 0.411
H -1.142 1.558 -1.252 0.295
H 2.451 -0.033 -0.023 0.265
H -0.517 0.482 -2.536 0.379
```

Properties
Multiplicity: 1
E_LUMO in eV: -0.446
Frontier orbital gap in eV: 8.721
SMILES: N#CC(=O)[C@@H]1C=NCS1


Here is a molecular structure, C5H4N2S from OMol25. Energies are from the ωB97M-V functional and the def2-TZVPD basis.

```
12
Properties=species:S:1:pos:R:3:mulliken_charge:R:1
S 0.368 -1.602 0.540 -0.110
N -2.895 -0.582 1.848 -0.380
N 2.087 0.208 -2.361 -0.450
C 1.938 0.130 -1.193 0.173
C -2.099 -0.456 1.015 0.075
C 1.350 -0.106 0.053 0.025
C 0.027 0.722 0.011 -0.749
C -1.026 -0.440 0.092 0.040
H 2.053 0.266 0.887 0.340
H -0.197 1.376 0.955 0.327
H -0.268 1.267 -0.953 0.339
H -1.338 -0.781 -0.894 0.370
```

Properties
Multiplicity: 1
E_LUMO in eV: -0.020
Frontier orbital gap in eV: 10.144


Here is 2 unconnected molecules or ions with the total composition C5H4N3O6S from OMol25. Energies are from the ωB97M-V functional and the def2-TZVPD basis.

```
19
Properties=species:S:1:pos:R:3:mulliken_charge:R:1
S 0.989 -0.768 -1.013 0.050
O 4.027 -0.923 1.681 -0.409
O 5.171 -0.567 -0.280 -0.375
O 3.019 0.738 -0.563 -0.712
O -2.761 -2.597 -0.436 -0.728
O -3.797 -0.958 0.380 -0.665
O 2.184 2.650 -1.214 -0.691
N 0.912 0.851 -1.147 -0.703
N 2.034 1.445 -0.961 1.199
N -2.774 -1.426 -0.014 0.999
C -1.651 -0.656 -0.146 0.228
C -2.528 1.392 1.032 -0.976
C -0.498 -1.326 -0.539 -0.195
C -1.616 0.735 0.320 -0.078
C 4.607 -0.706 0.710 0.812
H -0.610 1.248 0.123 0.356
H -3.401 0.881 1.445 0.200
H -2.647 2.368 1.407 0.329
H -0.660 -2.381 -0.786 0.359
```

Properties
Multiplicity: 1
E_LUMO in eV: 2.550
Frontier orbital gap in eV: 7.194
Net charge: -1


Here is 2 unconnected molecules or ions with the total composition C5H4N3P from OMol25. Energies are from the ωB97M-V functional and the def2-TZVPD basis.

```
13
Properties=species:S:1:pos:R:3:mulliken_charge:R:1
P 2.215 0.426 0.786 0.040
N -0.561 0.461 4.636 -0.367
N -1.269 1.782 0.658 -0.395
N 1.683 -2.675 2.640 -0.361
C -0.536 0.930 0.909 0.165
C 0.605 0.199 1.274 -0.004
C 0.089 -0.701 2.394 0.760
C 0.936 -1.816 2.572 -0.139
C -0.138 0.035 3.659 0.008
H 2.066 1.512 -0.051 0.063
H -0.934 -1.088 2.169 0.220
H 0.217 -0.420 -1.690 -0.093
H -0.479 -0.363 -1.835 0.102
```

Properties
Multiplicity: 3
E_LUMO (alpha / beta) in eV: 0.214 / -4.233
Frontier orbital gap (alpha / beta) in eV: 8.637 / 7.064
<S²>: 2.02


Table of ΔE to the lowest compared entry with this formula, charge and spin (kcal/mol), in record order: 107.1 107.9 45.9 92.4 87.3 3.8 39.7 43.9 43.9 0.0